A cluster of 2 separate species, C4H10O3 in total. Source: OMol25; level of theory: ωB97M-V/def2-TZVPD.

CARTESIAN COORDINATES (ANGSTROEM)
C1 1.11565 0.88034 1.00264
H1 0.39915 -1.09694 0.90695
O1 0.52610 -1.43683 -1.92847
C2 0.56633 -0.27121 0.20207
H2 2.23002 -1.07923 -0.87493
H3 -0.43734 0.04526 -0.10830
H4 -0.40215 -1.22651 -1.77435
H5 0.48661 1.30198 1.77769
O2 -6.00252 0.00113 -0.24539
H6 -5.28140 0.60147 -0.47063
H7 1.39972 0.40421 -1.58439
C3 1.29000 -0.57085 -1.10980
H8 1.38871 1.72940 0.34910
C4 2.52282 0.56532 1.47621
H9 -5.87969 -0.73874 -0.86147
H10 3.25597 0.58763 0.64428
O3 2.82203 0.30359 2.59879

Forces on atoms 1 to 3 (eV/Å):
C 1.972 1.291 -0.537
H 0.319 -0.264 -0.553
O 0.037 -0.068 0.067

2S+1 ... 1
F_max ... 2.4 eV/A
Highest occupied orbital energy ... -9.89 eV
HOMO-LUMO gap ... 10.1457 eV
Energy relative to the best compared isomer or geometry (same formula, charge and spin) ... 39.7 kcal per mole
Electronic energy ... -10451.52252 eV



A cluster of 2 separate species, C4H10O3 in total. Source: OMol25; level of theory: ωB97M-V/def2-TZVPD.

CARTESIAN COORDINATES (ANGSTROEM)
C1 -0.01628 0.84841 -0.02506
H1 -1.08150 2.36461 1.08410
H2 1.17844 -2.28404 3.38086
O1 1.22014 1.41112 -0.39071
H3 0.21062 0.36722 0.92511
C2 -1.09831 1.90457 0.08925
H4 -0.84483 2.77627 -0.50939
H5 -2.11547 1.59297 -0.08661
C3 -0.47470 -0.21382 -0.99611
H6 -0.98855 0.27318 -1.82579
H7 0.27420 -1.61404 -2.46983
O2 1.55090 -1.55693 -0.97946
C4 0.53195 -1.19200 -1.49716
O3 1.01581 -3.11222 2.92377
H8 0.86221 -2.84616 2.00947
H9 -1.30052 -0.75793 -0.52323
H10 1.07589 2.03878 -1.10920

Forces on atoms 1 to 3 (eV/Å):
C 0.041 -0.364 0.114
H -0.063 -0.293 0.100
H 0.065 0.065 0.105

2S+1 ... 1
F_max ... 1.8 eV/A
Highest occupied orbital energy ... -9.89 eV
HOMO-LUMO gap ... 10.5236 eV
Energy relative to the best compared isomer or geometry (same formula, charge and spin) ... 34.3 kcal per mole
Electronic energy ... -10451.75582 eV



The molecule C4H10O3. Source: OMol25; level of theory: ωB97M-V/def2-TZVPD.

CARTESIAN COORDINATES (ANGSTROEM)
H1 -1.56876 -1.39745 -0.66744
H2 1.26424 -1.40547 0.69568
C1 1.09398 -0.81725 -0.23550
H3 -1.85691 1.63789 -0.53425
H4 -1.01944 -1.48479 1.05673
H5 2.29452 0.42177 1.43773
C2 -1.18310 -0.85770 0.21420
H6 -2.62892 0.23207 -1.34562
H7 0.79299 -1.41344 -1.08649
H8 3.75182 0.69109 0.53552
C3 2.68973 0.72671 0.42181
H9 2.47034 1.77714 0.25497
C4 -2.54110 0.80604 -0.41127
O1 -0.04788 0.01798 -0.05781
O2 2.19391 -0.08966 -0.60562
H10 -3.52033 1.18201 -0.29634
O3 -2.18507 -0.02694 0.62370

Forces on atoms 1 to 3 (eV/Å):
H 0.839 -0.137 -0.138
H 0.026 0.173 -0.435
C -0.837 0.201 -0.256

2S+1 ... 1
F_max ... 1.9 eV/A
Highest occupied orbital energy ... -10.19 eV
HOMO-LUMO gap ... 11.2111 eV
Energy relative to the best compared isomer or geometry (same formula, charge and spin) ... 60.9 kcal per mole
Electronic energy ... -10450.60154 eV



no.,molar mass (g/mol),LUMO level (Ha)
1,106.1,0.009
2,106.1,0.023
3,106.1,0.037